20
Properties=species:S:1:pos:R:3:mulliken_charge:R:1 method="wB97M-V/def2-TZVPD" fmax_ev_per_a=6.3 homo_energy_ev="-5.62 / -9.87" total_energy_ev=-17070.887 multiplicity=3
C -1.59518 0.25420 0.62688 0.07
O -2.60695 -1.98808 0.91667 -0.47
H 0.11790 -2.67251 0.32803 0.29
C -0.05422 0.44134 0.21347 0.54
C -1.73109 -1.33411 0.47704 -0.04
H -0.77562 -2.36647 -1.19473 0.28
C 0.68924 1.64085 0.38336 -1.05
C 1.86359 -0.68214 -0.65473 -0.60
N -2.43064 0.94865 -0.29893 0.97
H -1.62907 0.63129 1.67642 0.48
H 2.33574 -1.59869 -1.17306 0.29
H 3.71981 0.42746 -0.83041 0.29
C -0.46460 -1.86292 -0.24716 -0.38
O -2.17497 0.78032 -1.47136 -0.56
C 2.07032 1.54966 0.21695 -0.34
C 0.52596 -0.70016 -0.21129 0.36
C 2.67030 0.39112 -0.35446 -0.40
O -3.43582 1.46081 0.11077 -0.59
H 0.13638 2.35724 0.89248 0.50
H 2.76892 2.32214 0.59408 0.36

=====

78
Properties=species:S:1:pos:R:3:mulliken_charge:R:1 method="wB97M-V/def2-TZVPD" fmax_ev_per_a=0.4 homo_energy_ev="-13.30 / -13.25" total_energy_ev=-82749.111 multiplicity=6 total_charge=+2
C -2.30753 -2.64263 -2.50901 0.81
H -1.49594 1.12996 -2.60761 0.51
H 2.13954 -1.04167 -0.18088 0.07
C 2.40534 -1.62476 3.77350 -0.64
H 3.32655 -2.33354 -0.33849 0.41
H -3.62500 -4.37558 2.34329 0.29
H 2.90332 4.01874 -1.01330 0.34
N -1.47391 -2.88651 -0.30953 0.01
C -1.62390 -5.84567 2.25563 0.23
C -1.32645 -7.81555 0.91232 -0.61
H 2.30097 3.48461 -4.44818 0.31
C -0.78577 2.12472 2.51130 -0.54
H -0.26542 -0.72011 5.64679 0.52
H -1.33592 -0.86509 3.41482 1.11
C 1.22835 2.19502 -1.69106 0.55
H 1.51807 1.11240 3.28818 0.28
H -1.48362 -8.87512 0.76431 0.42
H -0.24787 -7.55380 -0.92816 0.46
C -1.70785 0.06712 -2.56406 0.11
C -0.41191 -5.72590 0.16826 0.23
H 3.45807 -1.86364 3.84503 0.51
C -1.39435 -0.66799 -1.40688 -0.02
C 2.37593 4.28086 -1.92697 -0.87
C 0.44855 -1.41502 2.38778 -1.37
C -0.77983 -2.68755 0.81805 -0.33
C -1.81162 -7.20656 2.05672 -0.44
H -3.77544 -4.40946 4.11274 0.36
C 1.50278 2.95144 -3.93959 -0.86
N 0.76763 1.39308 -0.98784 -0.48
O 0.25147 1.56768 1.70045 0.13
H -2.84189 2.62650 2.15722 0.55
H -2.54611 0.04545 -4.53327 0.44
H 1.64025 5.05908 -1.72896 0.32
H -2.59430 -4.64057 -4.32775 0.39
H -4.22244 1.38897 0.88791 0.35
H -3.32481 -5.68061 -3.08276 0.26
C -1.70313 -2.01934 -1.39506 0.60
H -1.72519 3.21044 0.89932 0.37
C 2.39762 -2.05364 0.15143 -0.34
C -0.63634 -7.07509 -0.04018 -1.02
N 1.73273 3.07745 -2.48724 -0.03
H 1.61551 -2.75433 -0.13940 -0.03
O -2.07941 -5.28014 3.40983 -0.51
H 2.25048 1.12118 1.66486 0.27
H -4.18252 -4.21782 -3.61917 0.41
H 0.17752 -5.15709 -0.54114 0.44
C 1.54649 1.62256 2.32452 -0.97
C -3.08343 -4.27175 3.28566 -0.48
C -0.27570 -1.06262 3.53400 0.16
C -2.30491 -0.53238 -3.65089 -1.33
O -2.54481 -3.96624 -2.36017 -0.39
C -3.44435 1.22833 0.14359 -0.86
C -2.60705 -1.89501 -3.62969 -0.32
H 3.09720 4.64086 -2.65516 0.30
H 1.83638 2.66583 2.45192 0.42
H -1.81604 -3.82958 -0.46043 0.33
H -0.19776 -3.57269 2.52767 0.29
H -3.58056 0.27345 -0.34992 0.25
C 1.67630 -1.27541 4.88912 -0.65
H -3.44688 2.03609 -0.58840 0.33
C 0.31769 -0.98561 4.77605 -1.43
H -0.44333 3.05578 2.96733 0.44
C -3.20422 -4.65801 -3.42409 -1.02
H -2.34797 -7.76496 2.81178 0.49
C 1.81496 -1.69998 2.50625 1.08
Fe -0.43659 0.17776 0.13102 -0.48
H -2.64620 -3.27317 3.34954 -0.03
N -0.61078 -3.74561 1.62153 0.56
O -2.16595 1.19000 0.82283 -0.10
O 2.68068 -2.08934 1.53736 -0.51
H 0.54273 3.38283 -4.21918 0.33
H 1.54262 1.90288 -4.22416 0.34
H -1.04675 1.41457 3.30004 0.24
C -0.90976 -5.10893 1.31193 -0.09
C -1.94127 2.39074 1.58943 -0.71
H -3.06992 -2.35643 -4.48948 0.49
H 2.16334 -1.23564 5.85390 0.43
N -0.28252 -1.48229 1.14547 0.90

=====

186
Properties=species:S:1:pos:R:3:mulliken_charge:R:1 method="wB97M-V/def2-TZVPD" fmax_ev_per_a=2.3 homo_energy_ev=-8.28 total_energy_ev=-194660.533
H -1.91678 -5.01939 -7.49027 0.40
O -0.12674 -1.11060 3.01445 0.27
N -4.49358 -1.65315 2.42471 0.56
C -0.68564 1.33067 4.58988 -0.29
O -6.85234 -2.70655 1.99423 -0.93
H -5.35275 0.03900 -3.55035 -0.21
C 0.80712 0.63759 -6.92435 -1.14
S 0.81859 1.35503 -0.66958 0.71
H -5.33595 -4.08359 -5.71378 0.33
H 4.40436 1.78016 0.37530 0.33
H -0.27672 0.62761 -7.07765 0.28
O -0.36769 -5.47401 -1.33346 -0.70
H 8.05435 3.83545 4.93516 0.36
C 0.64451 0.53871 6.50319 -1.38
H 5.55427 3.51674 -0.76363 0.42
C 8.51256 3.21783 4.15470 -1.07
O 2.16916 1.32272 -1.30293 -0.62
H 3.57133 4.85786 -4.14017 0.33
H 2.95415 3.59905 -1.85914 0.29
H -5.69379 -4.99172 -4.24907 0.42
H 1.19281 1.63775 -7.07767 0.36
H -1.59571 -2.70898 5.36904 0.07
H 1.30218 2.50355 -5.02840 0.46
H 8.42693 5.44307 1.76005 0.29
H -3.64178 -4.92534 -7.76087 0.38
S -4.30586 2.11335 -3.24683 0.28
H 10.15990 4.38683 0.79116 0.24
H 3.08176 0.60568 5.17923 0.18
N -3.81245 -4.08955 -4.30381 0.73
C -4.22790 -1.99479 -0.86158 0.64
H -6.60134 -0.93760 -1.34857 0.18
H 8.35260 2.16576 4.34862 0.32
H 3.03150 -1.00485 5.92947 0.29
H 1.45598 1.62536 -3.50756 -0.29
H -1.89175 -2.80909 -8.33969 0.36
H -0.70083 -2.78909 6.98680 0.40
H 3.50965 6.52944 -3.49644 0.34
H 1.43346 1.29869 6.61560 0.37
H 1.08456 5.19168 3.08491 0.22
O 7.84874 1.09462 2.26101 -0.90
H -6.38376 1.24529 -4.22131 0.50
H -5.75346 -3.21121 -4.20480 0.17
C -3.47732 -4.69824 -3.02887 -0.85
S 1.06521 0.03549 -5.22060 1.07
H 0.93695 6.91894 3.04201 0.42
H -0.19811 -0.43036 0.60371 -0.79
H -0.49663 2.28311 5.07816 0.60
H -5.24624 4.32195 0.76173 0.38
H -1.80904 3.03209 0.99792 -0.49
H -0.20782 0.87351 7.10139 0.46
H 2.20363 -2.06219 2.20123 0.07
H -3.16600 0.09079 -2.72957 -0.87
H 1.86765 4.25850 -0.73553 -0.27
O -3.39377 2.43886 3.09303 -0.61
H 6.73575 4.45965 0.10625 0.50
O -0.33488 4.71181 0.65905 -0.41
C -0.51679 -4.18112 -4.88917 -1.26
C -0.81874 -2.29305 6.02733 -0.78
H -3.35853 -1.86299 -7.98541 0.28
C -4.43372 4.27146 1.49718 -1.30
C 1.71190 1.60883 -4.56673 -0.66
H -3.66707 -1.05862 -0.73474 -0.87
C 7.85501 5.02562 2.59334 -0.89
H 9.04124 2.66001 -1.56876 0.41
H -4.19892 -5.45494 -2.73717 0.58
C 2.49651 4.55422 -1.57215 -0.43
C -1.47200 5.18506 3.14445 -0.59
H 1.18060 -0.10886 -7.62386 0.37
S -1.22142 -5.12729 -0.15710 0.66
H -3.17308 -3.79071 2.95236 0.03
S -3.98300 2.55445 1.72398 0.68
H -2.54968 5.28948 3.08661 0.27
C 0.94301 6.03305 2.40420 -0.86
C 0.03489 -0.28288 -0.45300 0.47
H 8.08351 5.58502 3.50499 0.40
H 2.79351 1.49369 -4.61169 0.37
H -2.47004 -5.12983 -3.01309 0.18
C 3.24972 -0.45264 5.00951 -1.19
H -4.45896 -1.98352 -1.93169 0.60
H -6.73081 -2.70456 -1.54737 0.31
P -2.88983 -2.89738 -4.99068 -1.07
P 7.67254 2.46122 1.73139 0.12
N 8.74758 2.83195 0.51063 0.30
H -1.14749 5.85078 3.94956 0.48
C -5.23642 -4.07831 -4.62686 -1.09
H 0.32963 -4.26157 -4.20987 0.44
H -1.01832 -5.78617 2.14957 0.25
N -1.34966 -3.06420 -4.41321 1.51
C -2.50506 -2.38898 -7.54443 -0.91
H -5.81886 -1.76573 4.07907 0.36
H 2.53814 6.08592 -4.88858 0.37
H 0.67024 -1.06695 -0.85104 0.67
H -0.19510 -3.98477 -5.90913 0.26
H -1.21203 -1.28571 6.19658 0.25
H 7.54247 1.98096 -0.97575 0.29
H 9.57956 3.47812 4.22223 0.35
H -3.53320 -2.82135 -0.69386 -0.91
H -3.91852 -4.98031 -0.27509 0.21
O -3.38808 -1.52868 -4.75619 -0.64
H -5.25160 -5.90843 0.71268 0.53
C -1.08345 -2.57080 -3.05156 -0.40
H 3.35810 5.16952 -1.29919 0.49
H -3.58337 -0.16151 1.21483 -0.28
C -5.33736 0.96223 -4.14078 -0.46
H 5.51827 0.65425 0.96597 0.37
H -2.71749 -1.70960 1.40068 -1.15
H -3.64769 4.93648 1.15222 0.26
H 1.68733 6.05791 1.61802 0.25
C -2.64083 2.47992 0.55492 0.78
H -1.18152 -3.11179 1.18809 0.15
H -5.60548 -4.53493 -0.22674 0.25
H -1.04378 -5.13902 -4.83556 0.35
P -5.47285 -2.62029 1.50430 0.15
H 6.80992 5.33429 2.42970 0.23
C 2.93052 5.71716 -3.94208 -1.10
H -0.38318 -6.99676 1.04739 0.45
N 8.00641 3.62570 2.85343 0.28
S 1.55825 5.33831 -2.85979 0.66
C -4.79576 -4.98135 0.36747 -1.16
H -1.30085 -3.31328 -2.28106 -0.39
C -3.33551 -0.96087 1.91096 0.47
C -2.86478 1.06059 -3.13445 0.74
H 1.07431 -0.34014 6.97937 0.42
N 0.44770 -2.20823 5.31925 0.31
H 0.55362 -5.47142 1.33002 0.36
H -4.99009 4.54767 2.39371 0.46
H 0.38285 1.52851 1.74227 -1.21
C -6.65735 -1.88568 -0.81712 -0.91
H 4.64036 1.69239 2.13137 0.42
C -0.85068 -3.42416 0.19278 -0.08
H -1.20994 4.16863 3.43781 -0.01
C 1.12775 -3.48502 5.10016 -0.79
H 4.23906 -0.75221 4.68591 0.54
H -1.74620 -1.71254 -2.94322 -0.25
C -2.86212 -4.74849 -7.00634 -1.20
H 2.12967 1.21536 1.28071 -0.03
H 0.23496 -3.31103 0.21393 0.94
H -1.70598 0.95823 4.69604 0.34
C 5.15380 1.66397 1.16646 -1.31
H -7.50959 -2.00266 -0.15440 0.43
O -4.85280 2.22312 -1.86035 -0.55
P 0.68377 -0.95668 4.24342 -0.39
H -4.87621 0.75987 -5.10630 0.30
H 3.48273 -2.55250 3.34664 0.48
H 1.31549 2.80627 1.08470 0.07
C -0.43081 -5.92947 1.24235 -1.12
H -0.02687 -2.30300 -3.05433 0.52
N -5.42394 -2.06662 -0.04964 0.48
C -4.89708 -1.27381 3.77744 -0.77
H -3.39231 -3.95262 -2.22569 0.27
H 0.67442 -4.01231 4.25390 0.13
H 9.12071 1.13592 -0.71777 0.31
H -2.64881 -0.67651 2.70656 0.39
N 0.27434 0.36035 5.12607 0.27
H -5.06585 -0.19787 3.89932 0.24
H -3.00584 2.98642 -0.33610 0.53
O 2.26170 -0.84727 -5.15927 -0.79
H -1.33771 -2.78464 -0.53564 -0.78
N -4.60483 -4.03100 1.46709 0.51
S -0.67666 5.78687 1.63250 0.25
H -1.94025 -1.59183 -7.04854 0.15
H -2.27418 1.47085 0.38378 -0.59
C -3.86885 -4.56602 2.61273 -0.89
H -2.21693 1.50818 -2.37837 -0.25
H 3.68186 -1.11373 2.41395 0.18
N 6.18307 2.68476 1.06276 0.43
H -4.07446 -1.54806 4.45161 0.19
H 10.79491 2.86248 0.10213 0.44
H -4.49129 -4.78319 3.48764 0.28
H -0.93781 -0.11823 -0.91921 -0.55
C 10.08548 3.29483 0.80507 -1.06
C 1.19412 1.72099 1.04603 1.03
C 8.59787 2.09810 -0.73958 -1.10
H -0.53440 1.43564 3.51944 -0.77
O 1.07018 6.62793 -2.30853 -0.69
H -3.35909 -5.46123 2.26828 0.50
C 2.91964 -1.70354 2.93693 -0.93
H 5.04108 4.44227 0.65227 0.29
H 1.03919 -4.13026 5.97202 0.37
N -2.89604 -3.37889 -6.54866 0.55
C 5.85442 3.83569 0.24234 -1.12
H -3.06654 -5.45844 -6.20958 0.35
H 10.41192 2.98606 1.80318 0.31
H 2.16219 -3.26045 4.85869 0.25
N 2.30631 -0.86224 3.96286 0.77
H -2.36917 0.94033 -4.09419 0.50

=====

18
Properties=species:S:1:pos:R:3:mulliken_charge:R:1 method="wB97M-V/def2-TZVPD" fmax_ev_per_a=2.9 homo_energy_ev=-7.96 total_energy_ev=-10372.326
H 0.51066 -2.70419 -1.37211 0.35
H 1.91295 -1.69434 -1.07396 0.28
H 0.50193 -1.02269 -1.94385 0.31
O -1.91868 -1.08284 1.31020 -0.53
H 0.89490 2.48502 0.96544 0.32
H 0.55255 -1.92288 0.98524 0.36
N -1.87626 1.59333 -0.35122 -0.72
H -2.82465 1.22083 -0.29461 0.26
C 0.22080 -1.27267 0.17092 -0.32
H 0.46400 1.50979 -1.26321 0.27
H -2.35355 -0.32438 1.71645 0.35
N 0.38752 0.95931 -0.41089 -0.20
C -0.99311 0.70201 -0.10629 0.10
H 1.19581 0.81193 1.49050 0.29
C 0.82239 -1.68307 -1.13918 -1.07
C 1.23882 1.49389 0.64549 -0.88
C -0.99986 -0.63782 0.38809 0.51
H 2.26376 1.56875 0.28297 0.30

=====

57
Properties=species:S:1:pos:R:3:mulliken_charge:R:1 method="wB97M-V/def2-TZVPD" fmax_ev_per_a=0.5 homo_energy_ev=-10.61 total_energy_ev=-48113.351 smiles="CC[C@H](F)B1OBOB(OC[C@@H](C)O)O1.C[N+](=O)[O-].C[N+](=O)[O-].C[N+](=O)[O-].C[N+](=O)[O-]"
H 5.05837 1.44304 -2.57519 0.38
C 1.74900 6.28799 3.90778 -0.73
C -1.60349 -4.98674 0.30379 -0.66
H -4.01782 -6.08112 -4.71028 0.33
O -0.43116 5.52119 3.69630 -0.49
H 2.56589 5.62450 3.63950 0.29
C 3.52880 0.85314 -1.16180 0.44
O -3.31492 2.49842 -3.08095 -0.56
B 1.22591 -2.39342 1.23317 0.58
O 3.23783 1.09611 0.21964 -0.43
N -3.08033 1.77328 -2.13682 0.95
C 0.17141 2.39379 2.04840 0.37
H -1.47954 0.46939 -1.83767 -0.03
H 5.21347 2.17485 -0.97533 0.37
N 0.56888 5.86726 3.10142 0.84
H 0.30816 3.17815 2.79352 -0.12
H -0.62162 -5.18671 -0.11539 0.23
H -0.31626 0.80050 3.39904 0.31
O 0.48058 -0.00238 0.35022 0.19
H -2.23675 0.38351 -3.46945 0.31
C 0.49208 1.06959 2.70500 -0.14
H -1.72974 3.38352 1.61462 0.38
H 2.32121 1.07300 -2.94111 0.38
O -0.88508 -5.51724 2.43523 -0.54
F 1.66729 1.18880 3.48672 -0.39
H 1.57014 1.65912 -1.43817 0.24
H -1.24507 2.18558 0.42188 0.07
C -1.25292 2.41270 1.48606 -0.98
O 0.69522 5.88981 1.89442 -0.49
C 4.49944 1.86252 -1.73877 -1.41
C 2.18744 0.86987 -1.88032 -0.63
O -3.33262 2.02200 -0.97499 -0.54
N -2.90604 -4.64426 -3.66379 0.83
H 3.92310 -0.16660 -1.25480 0.23
O 1.60893 -2.05062 -0.04689 -0.43
H 1.48594 6.21004 4.95527 0.30
C -3.73677 -5.88150 -3.68376 -0.72
H -3.13249 -6.67869 -3.26103 0.27
H -1.68840 -3.93194 0.54762 0.17
B 0.70823 -0.13117 1.70231 0.19
C -2.40797 0.46776 -2.40346 -0.42
H 1.98757 7.30662 3.61717 0.29
H -3.06527 -0.31087 -2.02842 0.28
H 0.87907 2.56431 1.23684 0.18
O -2.50371 -4.27476 -2.57507 -0.48
H 0.95878 -3.51608 1.51135 -0.11
H 3.96537 0.78067 0.77146 0.29
H 3.99120 2.76190 -2.09700 0.31
N -1.70871 -5.75441 1.57630 0.97
O 1.51457 -0.38268 -1.76566 -0.69
H -4.59866 -5.69742 -3.04936 0.28
O 1.10507 -1.38086 2.15405 -0.54
O -2.60761 -6.56707 1.66995 -0.56
B 1.21752 -0.80973 -0.50822 0.63
H -1.90019 1.67134 1.96444 0.33
H -2.39833 -5.31183 -0.35478 0.41
O -2.68501 -4.08617 -4.71498 -0.51

=====

27
Properties=species:S:1:pos:R:3:mulliken_charge:R:1 method="wB97M-V/def2-TZVPD" fmax_ev_per_a=1.9 homo_energy_ev="-18.04 / -18.03" total_energy_ev=-14565.355 multiplicity=2 total_charge=+2
H 1.01333 2.10044 -2.22572 0.37
C -0.48830 -0.98207 -1.23942 0.31
O 0.72007 1.45845 0.88724 -0.24
C -1.94381 -0.50928 -1.25452 -1.57
N 2.59674 1.97825 -0.23505 -0.26
H -0.48443 1.93293 -1.39627 0.44
C 0.40812 0.04623 -1.94270 -0.91
H -0.74699 -0.75732 0.90585 0.35
H 1.40895 -0.29950 -2.20418 0.34
O -0.15878 -2.46341 2.64020 -0.62
H -2.38794 -0.39440 -2.24259 0.41
H 3.05729 2.07364 -1.13260 0.27
H 0.08740 -1.85737 3.35480 0.30
C 1.33744 1.64551 -0.19330 0.58
C 0.51970 1.52480 -1.45116 -0.67
H -2.56707 -1.15807 -0.66720 0.42
O -0.82527 0.54050 2.91435 -0.59
N -0.20284 -1.28115 0.22608 -0.25
H -2.00459 0.49180 -0.81630 0.43
H -0.48384 -1.91284 -1.78502 0.36
H -1.09880 0.79277 3.80992 0.33
H -0.34909 1.30434 2.55785 0.37
H -0.07411 0.16093 -2.91645 0.47
H 3.14084 2.04465 0.61672 0.29
H -0.86788 -3.02495 2.96988 0.32
H 0.78682 -1.17815 0.47024 0.31
H -0.39296 -2.27675 0.34936 0.43